# 1
Entry from the OMol25 dataset: one molecule with the formula C6H6 in a non-equilibrium geometry (ωB97M-V/def2-TZVPD).

Output
Molar mass (g mol⁻¹): 78.11
Energy above the lowest of the compared OMol25 structures with the same formula, charge and spin (kcal/mol): 142.5
Gap between HOMO and LUMO (Ha): 0.3947
Max |F| (eV/Å): 9.084

Structure (ORCA input):
```
! RIJCOSX wB97M-V def2-TZVPD def2/J DEFGRID3
* xyz 0 1
C -1.35273 0.76856 -0.34735
C 0.09028 0.81170 0.32745
C -0.09359 -0.73319 0.34448
C 1.31889 -0.72793 -0.36187
C -1.74736 -0.51945 -0.17760
C 1.70861 0.53074 -0.21553
H -1.87139 1.63663 -0.71667
H -0.04800 1.15431 1.37060
H 0.15491 -1.37889 1.29029
H 1.96711 -1.53653 -0.75571
H -2.65737 -1.06700 -0.55431
H 2.53064 1.06106 -0.20378
*
```

Results of the natural (NBO) charge analysis, in e, for atoms 1 through 8: -0.174 -0.289 -0.230 -0.178 -0.213 -0.162 0.197 0.208

---

# 2
Entry from the OMol25 dataset: C4H7InLiO2 as an isolated structure in a non-equilibrium geometry (ωB97M-V/def2-TZVPD).

Output
Molar mass (g mol⁻¹): 208.86
Gap between HOMO and LUMO (alpha / beta) (Ha): 0.3010 / 0.3009
Expectation value of S²: 0.750
Max |F| (eV/Å): 7.668

Structure (ORCA input):
```
! RIJCOSX wB97M-V def2-TZVPD def2/J DEFGRID3
* xyz 2 2
H -4.88384 2.34973 0.57913
C 1.25327 0.32590 -0.14022
C 0.02464 -0.50998 -0.12905
C -1.25362 0.28821 0.13910
C -2.48473 -0.56456 0.11385
O -3.54527 -0.21253 -0.37201
O 2.33249 -0.08382 0.26635
In 4.09948 0.52458 0.35034
Li -4.82370 1.14504 -0.69760
H 1.18083 1.34628 -0.56233
H -0.01683 -0.94144 -1.14683
H 0.15967 -1.34275 0.57293
H -1.37787 1.13089 -0.55435
H -1.22293 0.71408 1.15771
H -2.36487 -1.62131 0.42954
*
```

Results of the natural (NBO) charge analysis, in e, for atoms 1 through 8: 0.036 0.575 -0.537 -0.528 0.522 -0.657 -0.748 0.958

---

# 3
Entry from the OMol25 dataset: a 8-piece molecular cluster, C12H40N8O12 overall in a non-equilibrium geometry (ωB97M-V/def2-TZVPD).

Output
Molar mass (g mol⁻¹): 488.50
Energy above the lowest of the compared OMol25 structures with the same formula, charge and spin (kcal/mol): 19.8
Gap between HOMO and LUMO (Ha): 0.3627
Max |F| (eV/Å): 3.708

Structure (ORCA input):
```
! RIJCOSX wB97M-V def2-TZVPD def2/J DEFGRID3
* xyz 0 1
C 1.05106 -2.29452 3.41209
O 1.18557 -1.09102 3.22930
N 0.18611 -3.02546 2.61725
N 1.79903 -2.88982 4.59485
H 0.01064 -2.56971 1.70121
H 0.33032 -4.02517 2.58383
H 1.58761 -3.81702 4.96200
H 2.12084 -2.08943 5.21131
C -4.63563 0.32423 -2.56847
O -4.35668 0.63356 -3.72417
N -5.63790 1.02254 -1.83823
N -4.05044 -0.75241 -1.87070
H -5.78898 0.86813 -0.86694
H -5.89234 1.95578 -2.11114
H -4.31639 -0.90895 -0.89087
H -3.03776 -0.88713 -2.01914
C -0.06751 -0.51291 -0.08187
O 0.01863 -1.77502 -0.11955
N 0.28096 0.16437 -1.14133
N -0.46108 0.15247 1.00836
H 0.10741 -0.29392 -2.04132
H 0.04999 1.12726 -1.16640
H -0.07856 1.04399 1.12990
H -0.25490 -0.34115 1.86679
C 3.77063 0.93902 1.83045
O 4.35585 1.85644 1.25875
N 3.57025 0.92967 3.24029
N 3.08892 -0.14515 1.09676
H 4.13880 1.62891 3.65831
H 3.02021 0.20154 3.68695
H 2.38799 -0.67370 1.57772
H 2.98294 0.07007 0.09305
C 2.03785 -3.59480 -1.95552
C 2.30462 -4.25512 -0.61008
O 1.08944 -4.19218 0.18954
O 0.87873 -4.17220 -2.59631
H 2.89644 -3.80505 -2.60940
H 1.79176 -2.52059 -1.85316
H 3.14636 -3.72454 -0.09643
H 2.58135 -5.30358 -0.60571
H 0.65188 -3.33621 0.15753
H 0.56262 -4.96531 -2.10564
C 2.09425 4.03406 -1.04886
C 2.02997 5.11997 -2.10372
O 1.00832 6.04251 -1.80278
O 0.86970 3.33311 -0.97036
H 2.31945 4.47705 -0.07921
H 2.89585 3.30810 -1.23364
H 1.75944 4.74577 -3.09785
H 3.05047 5.51394 -2.19424
H 0.31415 5.84274 -2.43687
H 0.24752 4.04313 -0.79274
C -0.53416 3.50498 4.61863
C -0.73361 2.99515 3.22422
O -1.53990 3.79385 2.39693
O -1.66347 3.63507 5.46817
H 0.00427 4.46209 4.70760
H 0.15548 2.79883 5.08750
H -1.23251 1.99220 3.30697
H 0.21623 2.75977 2.72839
H -2.33586 3.93978 2.92001
H -2.20922 2.82200 5.41627
C -2.90893 -2.54595 -4.62518
C -1.46774 -2.24881 -4.19025
O -1.32835 -1.53313 -2.92917
O -3.56987 -3.48925 -3.76142
H -2.85401 -3.04207 -5.59087
H -3.41879 -1.58605 -4.64167
H -1.10753 -1.58446 -4.97570
H -0.86105 -3.15212 -4.15241
H -0.63289 -1.96900 -2.41120
H -3.97385 -2.96922 -3.07047
*
```

Results of the Mulliken charge analysis, in e, for atoms 1 through 8: 0.529 -0.540 -0.321 -0.508 0.045 0.319 0.196 0.242

---

# 4
Entry from the OMol25 dataset: C52H53FN6O19PS2 as an isolated structure in a non-equilibrium geometry (ωB97M-V/def2-TZVPD).

Output
Molar mass (g mol⁻¹): 1180.12
Gap between HOMO and LUMO (Ha): 0.2648
Max |F| (eV/Å): 9.402

Structure (ORCA input):
```
! RIJCOSX wB97M-V def2-TZVPD def2/J DEFGRID3
* xyz 1 1
C 2.60315 0.75625 -6.63908
C 2.36893 1.15684 -5.05389
O 0.95614 1.26001 -4.65716
C 0.44914 2.65626 -4.83172
C -1.17941 2.57170 -4.65715
O -1.70771 3.17944 -3.42415
C -1.15582 2.55354 -2.21384
N -2.20318 2.34612 -1.09822
C -2.33635 3.36245 0.00723
C -1.94541 4.90156 -0.39353
C -2.42464 5.84895 0.89527
F -2.58090 5.41496 -1.62922
C -3.02614 1.25992 -1.09174
N -4.10934 0.72423 -0.21383
S -3.90526 0.69200 1.51447
C -4.40874 -0.73185 -0.64171
N -5.80161 -0.57860 -1.19817
N -4.42956 -1.42008 0.70251
C -5.43302 -2.34644 0.82162
S -6.90351 -3.23431 0.96926
C -3.21492 -1.15909 -1.73889
N -3.78355 -2.07720 -2.78533
C -3.03855 -2.07551 -4.09221
C -3.95918 -1.80267 -5.46221
O -1.73088 -2.20944 -4.29666
C -3.89743 -3.51453 -2.37214
C -4.36123 -4.59102 -3.56677
O -3.64236 -4.06441 -1.18780
P -1.45177 -1.52993 -1.01356
O -0.82055 -3.05123 -1.53722
O -1.37495 -1.27740 0.69629
N -2.94143 0.27406 -2.24420
O -3.84857 0.81612 -3.06899
H 2.18189 1.59431 -7.33855
H 3.78364 0.74592 -6.81458
H 2.16325 -0.30079 -6.92518
H 2.93762 2.13675 -4.73870
H 2.82096 0.24655 -4.42916
H 0.98681 3.42570 -4.13131
H 0.66865 2.91974 -5.97198
H -1.65357 3.16368 -5.56451
H -1.47793 1.43970 -4.80745
H -0.63637 1.52450 -2.52565
H -0.24841 3.23574 -1.84399
H -1.76335 2.93313 0.94370
H -3.48565 3.38020 0.31859
H -0.75430 4.98131 -0.40952
H -2.29969 5.17150 1.86648
H -1.73353 6.78280 1.05894
H -3.57490 6.10460 0.83882
H -2.55453 0.93758 1.82571
H -6.15476 -1.41792 -1.69743
H -6.48241 -0.16366 -0.53291
H -3.85300 -0.69317 -5.85761
H -5.09603 -2.03600 -5.20352
H -3.63242 -2.57557 -6.27989
H -5.07661 -4.10656 -4.35794
H -4.88426 -5.48287 -3.00745
H -3.36815 -5.03227 -4.03339
H 0.16429 -3.00511 -1.77605
H -1.23317 -2.11816 1.22231
H -3.45280 1.12187 -3.93703
C -0.17209 5.10864 5.67214
C -1.24432 4.99536 4.88231
C -1.95535 6.18767 4.38026
O -2.93802 6.08490 3.65893
C -1.43492 7.50924 4.78327
C -0.36269 7.62251 5.57310
C 0.34833 6.43020 6.07515
O 1.33100 6.53297 6.79648
H 0.36057 4.24434 6.04965
H -1.63787 4.03315 4.57722
H -1.96759 8.37353 4.40576
H 0.03085 8.58472 5.87819
C -0.51676 -0.05429 4.64101
C -1.68856 0.55852 4.83514
C -2.06200 1.09602 6.15833
O -3.13516 1.65529 6.33740
C -1.09026 0.93162 7.25765
C 0.08154 0.31881 7.06352
C 0.45499 -0.21869 5.74032
O 1.52814 -0.77796 5.56126
H -0.22763 -0.45486 3.67706
H -2.41172 0.68763 4.03879
H -1.37939 1.33219 8.22159
H 0.80471 0.18970 7.85987
C 6.75400 -1.31777 7.27940
C 7.09771 -2.60914 7.25563
C 6.16493 -3.64117 6.76163
O 6.47795 -4.82359 6.74138
C 4.83899 -3.19094 6.29367
C 4.49527 -1.89958 6.31744
C 5.42806 -0.86755 6.81144
O 5.11503 0.31487 6.83169
H 7.42593 -0.54819 7.63927
H 8.06676 -2.95522 7.59474
H 4.16705 -3.96052 5.93380
H 3.52622 -1.55350 5.97834
C 11.06255 -6.00929 9.40076
C 11.18270 -7.27174 9.82278
C 10.12481 -8.26901 9.56677
O 10.23306 -9.42423 9.95441
C 8.93044 -7.81780 8.82537
C 8.81028 -6.55534 8.40336
C 9.86817 -5.55808 8.65936
O 9.75992 -4.40286 8.27173
H 11.82877 -5.26514 9.58080
H 12.05291 -7.61838 10.36721
H 8.16422 -8.56194 8.64534
H 7.94008 -6.20870 7.85893
C 5.90665 2.95099 -9.80644
C 7.10998 2.54766 -10.22553
C 7.38871 1.12383 -10.49799
O 8.49039 0.75352 -10.87968
C 6.28633 0.16375 -10.29106
C 5.08300 0.56708 -9.87197
C 4.80427 1.99091 -9.59951
O 3.70259 2.36121 -9.21782
H 5.68573 3.99136 -9.60134
H 7.92866 3.23966 -10.38277
H 6.50725 -0.87663 -10.49616
H 4.26432 -0.12492 -9.71473
C -9.30618 -0.16137 -4.84673
C -8.21450 -0.58890 -4.20503
C -8.03180 -2.01505 -3.87048
O -7.03385 -2.40696 -3.28139
C -9.10084 -2.95013 -4.27372
C -10.19252 -2.52259 -4.91542
C -10.37521 -1.09644 -5.24997
O -11.37316 -0.70454 -5.83906
H -9.45616 0.88127 -5.09905
H -7.42115 0.08437 -3.90318
H -8.95086 -3.99277 -4.02141
H -10.98587 -3.19587 -5.21728
*
```

Results of the Mulliken charge analysis, in e, for atoms 1 through 8: -0.665 -0.463 -0.199 -0.514 -0.207 -0.310 -0.709 0.559

---

# 5
Entry from the OMol25 dataset: a 2-piece molecular cluster, C5H13NO2 overall in a non-equilibrium geometry (ωB97M-V/def2-TZVPD).

Output
Molar mass (g mol⁻¹): 119.16
Energy above the lowest of the compared OMol25 structures with the same formula, charge and spin (kcal/mol): 51.3
Gap between HOMO and LUMO (Ha): 0.3812
Max |F| (eV/Å): 5.351

Structure (ORCA input):
```
! RIJCOSX wB97M-V def2-TZVPD def2/J DEFGRID3
* xyz 0 1
C 0.87118 0.39759 -0.91435
C 1.33908 0.05720 -2.32436
C -0.52691 -0.56784 -0.55510
N -0.36732 -1.91646 -0.76567
O 0.41379 1.70563 -0.82344
O -1.56167 0.00935 -0.87533
H -0.56083 1.65039 -0.93098
H 1.67482 0.23963 -0.18500
H -1.11810 -2.38937 -1.24427
H 0.55797 -2.31199 -0.76887
H 1.76837 -0.94229 -2.37556
H 0.50080 0.12320 -3.01783
H 2.09222 0.77985 -2.63828
C -0.66900 -0.33572 1.97678
C -0.62705 1.11407 2.41415
H 0.34267 1.37944 2.83507
H -0.80392 1.75861 1.55395
H -1.66697 -0.64788 1.68019
H -0.39744 -1.01936 2.78213
H 0.13162 -0.41621 1.01845
H -1.39333 1.33216 3.15828
*
```

Results of the natural (NBO) charge analysis, in e, for atoms 1 through 8: 0.059 -0.639 0.637 -0.851 -0.728 -0.659 0.495 0.170

---

# 6
Entry from the OMol25 dataset: a 2-piece molecular cluster, C4H10O2 overall in a non-equilibrium geometry (ωB97M-V/def2-TZVPD).

Output
Molar mass (g mol⁻¹): 90.12
Energy above the lowest of the compared OMol25 structures with the same formula, charge and spin (kcal/mol): 31.3
Gap between HOMO and LUMO (Ha): 0.3890
Max |F| (eV/Å): 2.645

Structure (ORCA input):
```
! RIJCOSX wB97M-V def2-TZVPD def2/J DEFGRID3
* xyz 0 1
C -1.42799 -0.51260 -0.27264
C -0.08018 -1.07202 -0.42995
C 0.52005 -0.90365 1.02556
C 0.66659 -0.31481 -1.50592
O -2.48848 -1.07167 -0.08711
H -1.48324 0.56940 -0.48979
H 0.04298 -2.12768 -0.65043
H 1.30577 -1.56547 1.41237
H -0.30604 -1.12095 1.70258
H 0.86953 0.11276 1.20961
H 1.69475 -0.68150 -1.60794
H 0.61274 0.76797 -1.31513
H 0.24227 -0.28532 -2.52649
H -0.71305 2.26806 0.96511
H 0.49566 3.08264 1.69132
O 0.04864 2.85484 0.87885
*
```

Results of the natural (NBO) charge analysis, in e, for atoms 1 through 8: 0.447 -0.348 -0.611 -0.616 -0.514 0.093 0.231 0.228

---

# 7
Entry from the OMol25 dataset: a 2-piece molecular cluster, C4H5NO2 overall in a non-equilibrium geometry (ωB97M-V/def2-TZVPD).

Output
Molar mass (g mol⁻¹): 99.09
Energy above the lowest of the compared OMol25 structures with the same formula, charge and spin (kcal/mol): 124.3
Gap between HOMO and LUMO (Ha): 0.3420
Max |F| (eV/Å): 4.092

Structure (ORCA input):
```
! RIJCOSX wB97M-V def2-TZVPD def2/J DEFGRID3
* xyz 0 1
C 1.40255 -0.78301 -0.76318
C 0.00600 1.72762 -0.39670
C -0.27596 0.79354 0.42926
C -1.39727 -0.16557 0.29327
N 1.85316 -1.41182 0.09053
O 2.35625 -1.85484 1.05608
O 0.14784 2.71019 -1.01098
H 1.00249 -0.68695 -1.82122
H 0.41605 0.86196 1.21392
H -2.20645 0.15367 -0.45531
H -1.14466 -1.26065 0.13552
H -2.15997 -0.08413 1.22882
*
```

Results of the natural (NBO) charge analysis, in e, for atoms 1 through 8: -0.078 0.714 -0.545 -0.635 0.193 -0.404 -0.462 0.264

---

# 8
Entry from the OMol25 dataset: a 3-piece molecular cluster, C6H14 overall in a non-equilibrium geometry (ωB97M-V/def2-TZVPD).

Output
Molar mass (g mol⁻¹): 86.18
Energy above the lowest of the compared OMol25 structures with the same formula, charge and spin (kcal/mol): 160.0
Gap between HOMO and LUMO (alpha / beta) (Ha): 0.2746 / 0.2931
Max |F| (eV/Å): 2.078

Structure (ORCA input):
```
! RIJCOSX wB97M-V def2-TZVPD def2/J DEFGRID3
* xyz 0 1
C -1.65553 1.03011 -0.05192
C -0.71673 0.07248 0.05098
C -0.94608 -1.32586 -0.53200
C 0.72193 0.54040 0.21682
C 1.57703 -0.34196 1.09929
C 1.36118 0.67428 -1.18585
H -1.58376 2.03686 0.38163
H -2.24057 1.03272 -0.96665
H -2.85892 -0.12073 1.33884
H -1.38461 -0.51039 1.84232
H -0.63028 -1.32726 -1.58070
H -1.98808 -1.67178 -0.55039
H -0.37475 -2.10462 -0.00833
H 0.69384 1.55229 0.64304
H 1.69458 -1.34454 0.67084
H 1.12071 -0.44887 2.08821
H 2.56514 0.10120 1.23388
H 0.76670 1.31613 -1.84188
H 2.36073 1.11659 -1.08837
H 1.46785 -0.30473 -1.66735
*
```

Results of the natural (NBO) charge analysis, in e, for atoms 1 through 8: -0.421 0.054 -0.685 -0.272 -0.607 -0.596 0.197 0.200